No. 1
{
  "formula": "C4H12",
  "method": "wB97M-V/def2-TZVPD",
  "elements": ["C", "C", "C", "C", "H", "H", "H", "H", "H", "H", "H", "H", "H", "H", "H", "H"],
  "coordinates": [[1.9402, -0.6540, 0.0451], [-1.7977, 1.3856, -0.5812], [2.2542, -2.0174, -0.4095], [-2.3223, 1.2190, 0.8727], [2.3989, -2.0675, -1.4998], [-2.5902, 1.1470, -1.1516], [-1.7832, 1.7245, 1.5843], [-0.9930, 0.6439, -0.9340], [-3.4036, 1.5771, 1.0775], [2.6311, 0.1720, -0.2835], [0.9740, -0.2154, -0.2132], [-1.6313, 2.3451, -0.7548], [-2.2468, 0.1161, 1.1722], [1.4732, -2.6708, -0.2065], [1.8564, -0.4727, 1.1760], [3.2401, -2.2325, 0.1063]],
  "smiles": "CC.CC",
  "gap_ev": 12.39,
  "e_tot_ha": -159.53893,
  "e_above_lowest_kcal_mol": 28.89,
  "homo_ev": -11.313
}

No. 2
{
  "formula": "C4H12",
  "method": "wB97M-V/def2-TZVPD",
  "elements": ["C", "C", "C", "C", "H", "H", "H", "H", "H", "H", "H", "H", "H", "H", "H", "H"],
  "coordinates": [[1.5134, -0.4631, -0.4458], [-2.1770, 1.0327, -0.5132], [2.6367, -1.4263, -0.0577], [-1.8905, 0.7980, 0.9735], [3.3865, -0.8953, 0.5242], [-3.0322, 0.4397, -0.8319], [-1.3313, 0.8509, -1.1738], [0.9560, -0.1515, 0.4345], [-2.4499, 2.0794, -0.6198], [-2.7974, 1.0942, 1.5237], [-1.0816, 1.4052, 1.3712], [-1.7670, -0.2687, 1.1961], [1.8545, 0.4779, -0.8837], [3.1294, -1.8126, -0.9415], [0.7937, -0.9295, -1.1181], [2.2566, -2.2310, 0.5625]],
  "smiles": "CC.CC",
  "gap_ev": 12.90,
  "e_tot_ha": -159.58214,
  "e_above_lowest_kcal_mol": 1.78,
  "homo_ev": -11.736
}

No. 3
{
  "formula": "C4H12",
  "method": "wB97M-V/def2-TZVPD",
  "elements": ["C", "C", "C", "C", "H", "H", "H", "H", "H", "H", "H", "H", "H", "H", "H", "H"],
  "coordinates": [[-0.0679, 2.7015, -0.5077], [-0.6637, -2.2557, -0.6755], [0.9266, 2.5356, 0.6646], [-0.1372, -3.0646, 0.5087], [0.8706, 3.4533, 1.2272], [-0.9145, 2.0541, -0.3668], [-1.2779, -2.7969, -1.3895], [0.2848, 2.5583, -1.5220], [0.1870, -1.8545, -1.1990], [0.8142, -2.7136, 0.8897], [-0.3979, 3.7387, -0.5535], [-0.8354, -3.0332, 1.3520], [-0.1437, -4.1228, 0.2465], [-1.2498, -1.3816, -0.3818], [0.6289, 1.7159, 1.3100], [1.9761, 2.4653, 0.3971]],
  "smiles": "CC.CC",
  "gap_ev": 12.74,
  "e_tot_ha": -159.57102,
  "e_above_lowest_kcal_mol": 8.76,
  "homo_ev": -11.667
}

No. 4
{
  "formula": "C4H12",
  "method": "wB97M-V/def2-TZVPD",
  "elements": ["C", "C", "C", "C", "H", "H", "H", "H", "H", "H", "H", "H", "H", "H", "H", "H"],
  "coordinates": [[0.9416, -0.5331, 1.9773], [0.0965, 0.6592, -2.3546], [-0.8655, -0.4782, -2.1669], [-0.2535, 0.3112, 2.5241], [0.5844, -1.4799, 1.6170], [-0.4751, -1.3245, -1.5289], [-1.1117, 0.3889, 1.8325], [-1.7090, -0.2335, -1.5356], [-0.2678, 1.3852, -3.0887], [1.5949, -0.0023, 1.1871], [-0.4775, -0.1568, 3.4874], [-1.0552, -1.0297, -3.0837], [0.3571, 1.3928, -1.4650], [1.0478, 0.3044, -2.8226], [1.5101, -0.5685, 2.8976], [0.0829, 1.3649, 2.5230]],
  "smiles": "CC.CC",
  "gap_ev": 12.30,
  "e_tot_ha": -159.55296,
  "e_above_lowest_kcal_mol": 20.09,
  "homo_ev": -11.210
}

> Number 4 is which compound?

C4H12

Copy entry 1 word for word.
{
  "formula": "C4H12",
  "method": "wB97M-V/def2-TZVPD",
  "elements": ["C", "C", "C", "C", "H", "H", "H", "H", "H", "H", "H", "H", "H", "H", "H", "H"],
  "coordinates": [[1.9402, -0.6540, 0.0451], [-1.7977, 1.3856, -0.5812], [2.2542, -2.0174, -0.4095], [-2.3223, 1.2190, 0.8727], [2.3989, -2.0675, -1.4998], [-2.5902, 1.1470, -1.1516], [-1.7832, 1.7245, 1.5843], [-0.9930, 0.6439, -0.9340], [-3.4036, 1.5771, 1.0775], [2.6311, 0.1720, -0.2835], [0.9740, -0.2154, -0.2132], [-1.6313, 2.3451, -0.7548], [-2.2468, 0.1161, 1.1722], [1.4732, -2.6708, -0.2065], [1.8564, -0.4727, 1.1760], [3.2401, -2.2325, 0.1063]],
  "smiles": "CC.CC",
  "gap_ev": 12.39,
  "e_tot_ha": -159.53893,
  "e_above_lowest_kcal_mol": 28.89,
  "homo_ev": -11.313
}